{
  "formula": "C48H41BClCsF5N10O3S2",
  "method": "the ωB97M-V functional and the def2-TZVPD basis",
  "lumo_ev": [3.1, 0.7],
  "total_charge": -2,
  "orbital_gap_ev": [4.72, 2.29],
  "relative_energy_kcal_mol": 44.48,
  "fmax_ev_per_a": 1.897,
  "e_homo_ha": [-0.0597, -0.0597],
  "total_energy_ev": -120494.639,
  "multiplicity": 2,
  "species": ["Cs", "C", "C", "C", "C", "N", "N", "B", "N", "C", "C", "C", "C", "N", "N", "C", "C", "C", "C", "N", "N", "C", "C", "C", "C", "N", "H", "H", "H", "H", "H", "H", "H", "H", "H", "H", "H", "H", "H", "H", "H", "H", "H", "H", "H", "H", "C", "C", "C", "C", "C", "C", "C", "C", "C", "S", "C", "N", "H", "H", "H", "H", "H", "H", "H", "H", "C", "C", "C", "C", "Cl", "C", "C", "C", "O", "C", "C", "O", "O", "H", "H", "H", "H", "H", "H", "H", "H", "F", "C", "C", "F", "C", "F", "C", "S", "C", "F", "C", "F", "N", "C", "C", "C", "C", "C", "C", "C", "H", "H", "H", "H", "H"],
  "positions_angstrom": [[-0.1619, -0.4140, -0.3309], [1.6001, -1.8656, 2.8898], [0.5555, -1.0081, 3.5482], [0.1657, -0.9991, 4.9061], [-0.8317, -0.0536, 4.9676], [-0.9924, 0.4583, 3.7288], [-0.1425, -0.1251, 2.8521], [-2.0299, 1.5202, 3.2902], [-2.9615, 0.9927, 2.1837], [-3.8190, 1.7626, 1.4765], [-4.3531, 0.9960, 0.4753], [-3.7396, -0.2689, 0.6364], [-3.9279, -1.4970, -0.2038], [-2.9141, -0.2687, 1.6729], [-1.3772, 2.8286, 2.7434], [-1.1617, 4.0288, 3.3323], [-0.7730, 4.9133, 2.3551], [-0.7813, 4.1522, 1.1583], [-0.4624, 4.5868, -0.2369], [-1.1338, 2.9022, 1.4023], [-2.9302, 1.7973, 4.5419], [-4.1034, 1.1775, 4.7793], [-4.5200, 1.5303, 6.0454], [-3.5044, 2.3901, 6.5166], [-3.4046, 3.0799, 7.8456], [-2.5463, 2.5417, 5.6142], [1.9653, -2.6091, 3.6000], [2.4468, -1.2631, 2.5546], [1.1978, -2.3870, 2.0168], [0.5510, -1.6031, 5.7146], [-1.4235, 0.2930, 5.8001], [-3.9663, 2.8040, 1.7271], [-5.0477, 1.3015, -0.2921], [-4.8107, -1.3910, -0.8330], [-4.0457, -2.3751, 0.4370], [-3.0700, -1.6708, -0.8599], [-1.3122, 4.1542, 4.3932], [-0.5336, 5.9607, 2.4779], [-0.9492, 5.5347, -0.4729], [-0.7969, 3.8350, -0.9495], [0.6096, 4.7274, -0.3821], [-4.5451, 0.5299, 4.0360], [-5.4243, 1.2228, 6.5527], [-4.3415, 2.9863, 8.3973], [-3.1837, 4.1421, 7.7213], [-2.6083, 2.6498, 8.4581], [2.9181, 1.9213, -1.0104], [2.2150, 2.7067, -2.0997], [2.7434, 3.9332, -2.5721], [2.0338, 4.6321, -3.5042], [0.8018, 4.1321, -3.9925], [0.0272, 4.8387, -4.9451], [-1.1502, 4.2738, -5.3720], [-1.5881, 3.0219, -4.8986], [-0.8765, 2.2646, -3.9608], [-1.3694, 0.7101, -3.3999], [0.3650, 2.8782, -3.4895], [1.0949, 2.2100, -2.5466], [3.8674, 2.3911, -0.7308], [3.1015, 0.8925, -1.3381], [2.2824, 1.8648, -0.1188], [3.6876, 4.3058, -2.1846], [2.4028, 5.5806, -3.8853], [0.3717, 5.8012, -5.3118], [-1.7629, 4.8033, -6.0995], [-2.5152, 2.5998, -5.2667], [-1.1725, -8.8468, -0.7707], [-2.1480, -7.7022, -0.7919], [-3.4675, -7.8667, -1.1786], [-4.3289, -6.7791, -1.2283], [-6.0019, -7.0253, -1.7270], [-3.8838, -5.5143, -0.9090], [-2.5612, -5.3330, -0.5102], [-1.7042, -6.4240, -0.4367], [-0.4211, -6.3562, -0.0235], [0.1331, -5.0450, 0.1533], [0.1426, -4.1699, -1.0962], [0.2181, -4.7452, -2.1927], [0.0836, -2.9259, -0.8353], [-1.6328, -9.7521, -1.1694], [-0.8171, -9.0499, 0.2428], [-0.2910, -8.5990, -1.3655], [-3.8291, -8.8508, -1.4559], [-4.5522, -4.6642, -0.9772], [-2.2065, -4.3331, -0.2897], [1.1633, -5.2289, 0.4555], [-0.3802, -4.5208, 0.9621], [7.1598, 5.2325, 0.0516], [6.5524, 4.1685, 0.5389], [6.7043, 2.9458, -0.0960], [7.4545, 2.8637, -1.1898], [6.0730, 1.8366, 0.4201], [6.2287, 0.6953, -0.2133], [5.2868, 1.9030, 1.5899], [4.5365, 0.5207, 2.2376], [5.1469, 3.1721, 2.1900], [4.4139, 3.3201, 3.2691], [5.7731, 4.2884, 1.6784], [5.6443, 5.4756, 2.2610], [2.1979, -0.6671, -2.1825], [2.5438, -1.1019, -3.1868], [2.7668, -1.8063, -4.4313], [1.8357, -2.7668, -4.8158], [2.0308, -3.4559, -6.0039], [3.1413, -3.1886, -6.7964], [4.0678, -2.2289, -6.4021], [3.8828, -1.5349, -5.2156], [0.9827, -2.9665, -4.1739], [1.3106, -4.2050, -6.3080], [3.2867, -3.7302, -7.7250], [4.9334, -2.0195, -7.0193], [4.5911, -0.7811, -4.8936]],
  "atomic_forces_ev_per_a": [[-0.409, 1.366, 0.272], [-0.191, 0.104, 0.077], [0.114, -0.073, 0.056], [0.066, -0.120, -0.094], [0.030, 0.013, -0.103], [-0.146, 0.044, -0.136], [0.004, 0.141, 0.307], [0.078, 0.043, 0.047], [0.143, -0.146, -0.130], [0.100, -0.055, 0.167], [-0.035, -0.161, -0.122], [-0.169, 0.032, 0.031], [0.087, 0.025, 0.170], [-0.080, 0.337, 0.021], [-0.203, -0.191, -0.094], [-0.040, -0.230, -0.032], [0.040, 0.066, -0.192], [0.130, 0.021, 0.109], [0.010, 0.010, 0.033], [0.011, 0.171, 0.395], [0.131, 0.168, -0.099], [0.090, 0.073, 0.059], [0.036, 0.080, 0.102], [-0.039, 0.006, 0.162], [-0.040, -0.017, -0.026], [-0.279, -0.306, -0.304], [0.042, -0.006, -0.064], [-0.005, -0.054, -0.002], [0.015, 0.023, 0.044], [-0.030, 0.034, -0.081], [0.033, -0.014, -0.072], [0.060, -0.099, -0.033], [0.058, -0.033, 0.044], [-0.005, -0.038, -0.025], [0.004, 0.022, -0.072], [-0.054, 0.001, -0.012], [-0.012, -0.039, -0.095], [-0.012, -0.111, -0.028], [-0.028, 0.007, -0.014], [-0.022, -0.037, -0.011], [0.087, 0.002, -0.010], [0.049, 0.078, 0.076], [0.123, 0.049, -0.056], [0.015, 0.007, -0.007], [-0.013, -0.047, -0.020], [-0.023, -0.006, -0.029], [0.125, 0.177, -0.074], [0.190, -0.098, 0.301], [0.005, 0.020, -0.016], [-0.027, -0.015, -0.022], [0.039, -0.024, 0.032], [-0.096, -0.118, -0.003], [0.013, -0.094, 0.067], [0.116, -0.027, 0.116], [0.402, 0.155, 0.113], [-0.247, 0.224, -0.350], [0.064, -0.269, 0.173], [-0.374, 0.190, -0.208], [-0.172, 0.068, -0.056], [0.042, 0.503, 0.202], [0.058, 0.072, -0.051], [-0.064, -0.020, -0.023], [-0.031, -0.016, 0.015], [-0.031, -0.057, 0.014], [0.036, -0.073, 0.064], [-0.004, 0.044, -0.023], [-0.054, 0.025, 0.005], [-0.085, -0.151, -0.028], [-0.065, -0.079, -0.030], [-0.041, -0.067, -0.036], [0.233, 0.022, 0.070], [0.060, 0.116, 0.043], [-0.195, 0.066, -0.045], [0.107, 0.072, 0.030], [0.118, 0.243, -0.078], [-0.068, -0.404, 0.474], [-0.059, 0.641, -0.516], [0.030, 0.300, 0.184], [0.226, -1.835, -0.422], [0.008, 0.010, 0.011], [-0.026, 0.022, -0.021], [-0.036, -0.010, 0.005], [0.013, 0.036, 0.004], [0.052, -0.040, 0.015], [-0.071, -0.068, -0.003], [0.038, 0.048, 0.034], [-0.038, -0.044, 0.038], [0.211, 0.384, -0.175], [-0.125, -0.194, 0.075], [-0.153, -0.020, 0.219], [0.123, -0.006, -0.192], [0.026, 0.262, 0.196], [0.033, -0.348, -0.125], [-0.031, -0.089, 0.024], [0.023, 0.074, -0.018], [0.185, -0.046, -0.292], [-0.188, -0.004, 0.317], [-0.044, -0.220, -0.089], [-0.008, 0.190, 0.091], [0.483, -0.373, -0.300], [-0.461, -0.513, -0.268], [0.097, 0.269, 0.212], [-0.174, -0.065, 0.093], [0.054, 0.037, -0.013], [-0.012, 0.033, 0.064], [-0.025, -0.009, 0.023], [0.049, 0.000, -0.086], [0.064, -0.065, -0.032], [0.016, 0.024, 0.029], [-0.008, 0.032, 0.049], [-0.030, -0.006, 0.016], [-0.022, -0.030, -0.035]],
  "lowdin_charge": [0.902, -0.040, -0.368, -0.043, -0.080, 0.005, 0.061, -0.641, -0.031, -0.099, -0.027, -0.391, -0.043, 0.103, 0.005, -0.096, -0.050, -0.361, -0.031, 0.124, -0.011, -0.079, -0.044, -0.382, -0.057, 0.104, 0.071, 0.009, 0.056, 0.083, 0.106, 0.126, 0.094, 0.073, 0.070, 0.056, 0.089, 0.081, 0.071, 0.073, 0.066, 0.121, 0.084, 0.062, 0.066, 0.066, -0.047, -0.340, -0.047, -0.039, -0.186, -0.098, -0.127, -0.153, -0.719, 0.378, -0.241, 0.133, 0.047, 0.025, 0.074, 0.093, 0.103, 0.086, 0.086, 0.078, -0.039, -0.197, -0.085, -0.663, 0.587, -0.095, 0.023, -0.239, -0.034, -0.104, -0.708, 0.002, -0.375, 0.069, 0.080, 0.086, 0.101, 0.101, 0.110, 0.129, 0.122, 0.147, -0.134, -0.152, 0.130, -0.276, 0.120, -0.572, 0.876, -0.243, 0.126, -0.142, 0.131, 0.120, -0.103, -0.200, 0.006, -0.064, -0.096, -0.097, -0.042, 0.122, 0.107, 0.095, 0.094, 0.113]
}